C3H8N2O2 | wB97M-V/def2-TZVPD

Orbital gap = 10.5276 eV
Energy relative to the best compared isomer or geometry (same formula, charge and spin) = 31.9 kcal per mole
DFT total energy = -379.0902 hartree
SMILES = O=C1NCCO1.N

Structure (ORCA input):
```
! RIJCOSX wB97M-V def2-TZVPD def2/J DEFGRID3
* xyz 0 1
N 2.07400 1.20989 1.15438
C -0.00552 0.77329 -0.52636
O 0.30653 1.78564 -1.07299
N 0.24419 -0.56696 -0.96125
C -1.03216 -1.18742 -0.60809
C -1.35210 -0.57370 0.75194
O -0.80032 0.74328 0.60556
H 1.86394 2.04498 0.61784
H 2.51055 0.55170 0.51847
H 0.99570 -0.96434 -0.39336
H -0.99110 -2.27329 -0.64499
H -1.75476 -0.82392 -1.34556
H -0.87150 -1.11558 1.57780
H -2.41827 -0.47033 0.96135
H 1.17951 0.84355 1.46504
*
```

Mulliken population analysis, charges in e, atoms 1 to 2:
1. N -0.876
2. C 0.285

=====

C3H8N2O2 | wB97M-V/def2-TZVPD

Orbital gap = 10.6133 eV
Energy relative to the best compared isomer or geometry (same formula, charge and spin) = 12.2 kcal per mole
DFT total energy = -379.1215 hartree
SMILES = NCCNC(=O)O

Structure (ORCA input):
```
! RIJCOSX wB97M-V def2-TZVPD def2/J DEFGRID3
* xyz 0 1
C -0.36099 0.45198 -0.12834
N 0.91253 0.25541 -0.77550
C 2.13828 0.67207 -0.34479
O 2.03757 1.49348 0.73781
O 3.17564 0.17610 -0.70848
C -1.12793 -0.85627 -0.12889
N -2.46550 -0.64093 0.42131
H -0.25401 0.72889 0.92079
H -0.96892 1.25134 -0.56561
H 1.08667 -0.49458 -1.41367
H 2.95605 1.67809 0.92994
H -0.51241 -1.63357 0.33934
H -1.27027 -1.16410 -1.17032
H -2.46765 -0.35308 1.39440
H -2.87905 -1.56482 0.49201
*
```

Mulliken population analysis, charges in e, atoms 1 to 2:
1. C -0.431
2. N -0.180

=====

C3H8N2O2 | wB97M-V/def2-TZVPD

Orbital gap = 10.0005 eV
Energy relative to the best compared isomer or geometry (same formula, charge and spin) = 18.0 kcal per mole
DFT total energy = -379.1123 hartree
SMILES = NC(=O)[C@@H](N)CO

Structure (ORCA input):
```
! RIJCOSX wB97M-V def2-TZVPD def2/J DEFGRID3
* xyz 0 1
N -0.10279 1.62369 0.06549
C -0.31494 0.29603 -0.43548
C 0.97612 -0.16855 -1.12474
O 0.93983 -1.48705 -1.58852
C -0.65211 -0.76619 0.64120
N -0.44451 -0.37912 1.92210
O -1.09903 -1.84675 0.30854
H 0.82992 1.93186 0.25521
H -0.81790 2.32161 0.02280
H -1.14826 0.24510 -1.13900
H 1.76895 -0.12281 -0.36086
H 1.22384 0.50913 -1.93395
H 0.15961 -1.97500 -1.29575
H -0.98383 -0.80721 2.65392
H -0.33490 0.62526 2.00903
*
```

Mulliken population analysis, charges in e, atoms 1 to 2:
1. N -0.606
2. C 0.390

=====

C3H8N2O2 | wB97M-V/def2-TZVPD

Orbital gap = 10.3640 eV
Energy relative to the best compared isomer or geometry (same formula, charge and spin) = 5.5 kcal per mole
DFT total energy = -379.1322 hartree
SMILES = NC(=O)NCCO

Structure (ORCA input):
```
! RIJCOSX wB97M-V def2-TZVPD def2/J DEFGRID3
* xyz 0 1
N 2.31631 1.08305 -0.40663
C 0.96749 0.85566 -0.25927
O 0.17036 1.78316 -0.13812
N 0.57590 -0.45253 -0.27781
C -0.83822 -0.80612 -0.36582
C -1.55690 -0.77179 0.97978
O -1.66088 0.50388 1.55304
H 2.59139 2.02008 -0.15342
H 2.97578 0.35835 -0.16925
H 1.25483 -1.15470 -0.52124
H -0.89378 -1.82208 -0.77104
H -1.33373 -0.13001 -1.07226
H -1.03959 -1.46492 1.66400
H -2.57286 -1.16317 0.82694
H -1.02442 1.09546 1.11610
*
```

Mulliken population analysis, charges in e, atoms 1 to 2:
1. N -0.459
2. C 0.603

=====

C3H8N2O2 | wB97M-V/def2-TZVPD

Orbital gap (alpha / beta) = 8.8993 / 8.8986 eV
Energy relative to the best compared isomer or geometry (same formula, charge and spin) = 139.0 kcal per mole
DFT total energy = -378.9196 hartree
SMILES = [H]/N=C/O.CCN=O

Structure (ORCA input):
```
! RIJCOSX wB97M-V def2-TZVPD def2/J DEFGRID3
* xyz 0 1
C 0.96192 -1.59247 0.99741
C -1.15984 0.57924 -0.72481
C 0.09769 1.36832 -0.98097
N 0.29632 -1.90891 -0.05941
O 1.78600 -0.54311 1.18429
N -1.30429 0.06979 0.91242
O -0.58344 0.58117 1.71242
H 1.37883 0.24076 0.77693
H -0.68073 -2.12080 0.12844
H 1.44220 -2.43828 1.48951
H -1.37129 -0.19476 -1.46142
H -2.05209 1.20790 -0.72080
H -0.04794 2.03518 -1.83265
H 0.90214 0.70115 -1.28643
H 0.33452 2.01482 -0.13491
*
```

Mulliken population analysis, charges in e, atoms 1 to 2:
1. C -0.006
2. C -0.205

=====

C3H8N2O2 | wB97M-V/def2-TZVPD

Orbital gap = 10.3796 eV
Energy relative to the best compared isomer or geometry (same formula, charge and spin) = 80.4 kcal per mole
DFT total energy = -379.0129 hartree
SMILES = [H]/N=C(/CO)NOC

Structure (ORCA input):
```
! RIJCOSX wB97M-V def2-TZVPD def2/J DEFGRID3
* xyz 0 1
C -1.93432 -0.54788 0.55074
C 0.67423 0.62182 -0.16711
C 1.12489 -0.79048 -0.43533
H -1.09030 -0.83402 1.19588
H -2.52770 -1.47681 0.37941
H -2.61047 0.19069 1.00372
H -1.06530 1.77007 -0.34386
H 1.10594 2.38576 0.30874
H 0.53743 -1.57664 0.02549
H 1.04171 -0.90974 -1.53054
H 2.81851 -0.05299 0.05107
N -0.57985 0.91439 -0.60691
N 1.51901 1.46114 0.28943
O -1.45431 -0.15362 -0.72602
O 2.44053 -1.00167 0.00529
*
```

Mulliken population analysis, charges in e, atoms 1 to 2:
1. C -0.614
2. C 0.605

=====

C3H8N2O2 | wB97M-V/def2-TZVPD

Orbital gap = 9.9986 eV
Energy relative to the best compared isomer or geometry (same formula, charge and spin) = 40.1 kcal per mole
DFT total energy = -379.0771 hartree
SMILES = NC(=O)NCCO

Structure (ORCA input):
```
! RIJCOSX wB97M-V def2-TZVPD def2/J DEFGRID3
* xyz 0 1
C -0.67527 0.24348 -0.06520
C -1.47398 -0.73968 0.77795
O -2.80747 -0.75837 0.20144
N 0.61467 0.45780 0.55917
C 1.65085 0.98651 -0.23003
N 2.21275 0.12932 -1.19394
O 2.19829 2.00166 0.11881
H -1.31767 1.10099 -0.24947
H -0.46688 -0.33803 -0.96456
H -1.53401 -0.40746 1.81680
H -1.09375 -1.75439 0.67264
H -3.05786 -1.68462 0.26157
H 0.64651 0.94457 1.44626
H 3.10346 -0.28777 -0.98061
H 2.00037 0.10600 -2.17085
*
```

Mulliken population analysis, charges in e, atoms 1 to 2:
1. C -0.470
2. C -0.434

=====

C3H8N2O2 | wB97M-V/def2-TZVPD

Orbital gap = 9.6197 eV
Energy relative to the best compared isomer or geometry (same formula, charge and spin) = 42.4 kcal per mole
DFT total energy = -379.0735 hartree
SMILES = c1c[nH]cn1.O.O

Structure (ORCA input):
```
! RIJCOSX wB97M-V def2-TZVPD def2/J DEFGRID3
* xyz 0 1
C 0.24344 1.56881 -1.51701
C -1.09435 1.26236 -1.82244
N -1.45278 0.01529 -1.21677
C -0.39562 -0.43231 -0.57922
N 0.62961 0.49895 -0.70353
H 0.68762 2.45899 -1.81969
H -1.80926 1.83701 -2.33408
H -0.22568 -1.47651 -0.21456
H 1.52132 0.41325 -0.36606
H 2.65389 -1.69012 1.83693
H 1.42507 -0.82537 1.75097
O 2.37511 -0.73514 1.53185
H -1.74318 -0.49191 2.40598
H -1.55504 -1.25860 1.07274
O -1.26015 -1.14469 1.97489
*
```

Mulliken population analysis, charges in e, atoms 1 to 2:
1. C -0.385
2. C -0.337

=====

C3H8N2O2 | wB97M-V/def2-TZVPD

Orbital gap = 8.6588 eV
Energy relative to the best compared isomer or geometry (same formula, charge and spin) = 92.3 kcal per mole
DFT total energy = -378.9939 hartree

Structure (ORCA input):
```
! RIJCOSX wB97M-V def2-TZVPD def2/J DEFGRID3
* xyz 0 1
C -0.19783 -1.51808 -0.51280
C 1.06943 0.22217 -0.41128
C 0.02233 1.01769 0.33203
N -1.37023 -0.85072 -0.14420
N -1.09879 0.15763 0.81058
O 2.25627 -0.08410 0.20631
O -0.52743 1.96247 -0.53979
H -0.17189 -1.95351 -1.49605
H 0.21497 -2.12830 0.28231
H 1.24102 0.54555 -1.42538
H 0.44196 1.50283 1.22808
H -1.80128 -0.39526 -0.94399
H -0.83688 -0.30859 1.67645
H 2.10461 -0.45810 1.08373
H -1.34627 2.28829 -0.14600
*
```

Mulliken population analysis, charges in e, atoms 1 to 2:
1. C -0.627
2. C -0.291

=====

C3H8N2O2 | wB97M-V/def2-TZVPD

Orbital gap = 9.0813 eV
Energy relative to the best compared isomer or geometry (same formula, charge and spin) = 180.3 kcal per mole
DFT total energy = -378.8537 hartree

Structure (ORCA input):
```
! RIJCOSX wB97M-V def2-TZVPD def2/J DEFGRID3
* xyz 0 1
C -0.73908 -0.53413 -1.27458
C 0.29590 1.32375 0.84372
C 0.10759 0.31469 1.75789
N -0.60757 0.75122 -1.13785
O 0.33290 -1.27708 -1.77215
N 1.59362 -0.94735 -1.11458
O 2.47518 -1.52994 -1.60086
H -1.51412 1.18788 -0.99795
H -0.88855 -1.19034 0.20396
H -1.66499 -1.02066 -1.57783
H 1.23433 1.43345 0.32504
H -0.33862 2.19823 0.84745
H 0.94567 -0.31606 2.03272
H -0.65996 0.41196 2.51677
H -0.57230 -0.80561 0.94825
*
```

Mulliken population analysis, charges in e, atoms 1 to 2:
1. C -0.139
2. C -0.387

=====

C3H8N2O2 | wB97M-V/def2-TZVPD

Orbital gap = 10.6171 eV
Energy relative to the best compared isomer or geometry (same formula, charge and spin) = 39.7 kcal per mole
DFT total energy = -379.0778 hartree
SMILES = CC(=O)N(N)CO

Structure (ORCA input):
```
! RIJCOSX wB97M-V def2-TZVPD def2/J DEFGRID3
* xyz 0 1
C 1.18114 -0.16201 1.20094
C -1.83266 0.08827 -1.05304
N 0.23251 0.27669 0.21396
C -0.92303 -0.44140 0.02079
N 0.58918 1.27001 -0.71433
O 1.93432 -1.33972 0.82433
O -1.16266 -1.41402 0.70413
H 1.31771 -2.07600 0.72481
H 1.42750 0.98546 -1.21930
H 0.78460 2.14279 -0.22818
H 1.90783 0.63162 1.39220
H 0.68530 -0.61084 2.08561
H -1.35488 -0.02224 -2.02357
H -2.76220 -0.47395 -1.03612
H -2.02465 1.14533 -0.89223
*
```

Mulliken population analysis, charges in e, atoms 1 to 2:
1. C -0.504
2. C -1.080

=====

C3H8N2O2P | wB97M-V/def2-TZVPD

Orbital gap (alpha / beta) = 7.2530 / 5.8340 eV
Expectation value of S² = 2.004
DFT total energy = -719.9391 hartree

Structure (ORCA input):
```
! RIJCOSX wB97M-V def2-TZVPD def2/J DEFGRID3
* xyz 1 3
C -1.42255 1.16797 -2.62157
C -0.61888 0.26617 -2.64376
C 0.47801 -0.32684 0.01167
N 1.81242 -0.70681 0.13423
N 0.08998 0.88615 -0.37341
O -0.11609 -0.57910 3.30074
O -0.22172 -1.28040 0.56908
P -1.18941 -0.89903 2.14901
H -1.66817 2.11853 -2.66075
H -0.95957 0.43989 1.73660
H -0.17030 -0.69563 -2.67107
H 1.77134 -1.41451 0.86652
H 2.62269 -0.29188 -0.37905
H -0.07508 -1.09532 4.06033
H -0.92260 0.94553 -0.36850
H 0.58994 1.46530 -1.11007
*
```

Mulliken population analysis, charges in e, atoms 1 to 2:
1. C -0.344
2. C -0.495

=====

C3H8N2O2S | wB97M-V/def2-TZVPD

Orbital gap = 9.7070 eV
Energy relative to the best compared isomer or geometry (same formula, charge and spin) = 88.5 kcal per mole
DFT total energy = -777.1382 hartree
SMILES = CS/C(=N\O)N(C)O

Structure (ORCA input):
```
! RIJCOSX wB97M-V def2-TZVPD def2/J DEFGRID3
* xyz 0 1
C 1.64698 -0.01338 1.79952
C -0.04297 0.11127 -0.32148
C -1.97402 -0.44706 -1.70134
H 2.42615 -0.47075 1.15575
H 0.98738 -0.81453 2.11370
H 2.02671 0.62575 2.56036
H 2.11799 -1.51870 -1.61727
H -1.40639 -0.23988 -2.55214
H -3.00057 -0.01806 -1.89826
H -1.96048 -1.51106 -1.53096
H -2.16035 0.32806 1.35998
N 0.54512 -0.76881 -0.95573
N -1.39300 0.24127 -0.57773
O 1.96270 -0.79075 -0.93870
O -2.08113 -0.42034 0.64101
S 0.62951 1.19348 0.92902
*
```

Mulliken population analysis, charges in e, atoms 1 to 2:
1. C -0.759
2. C 0.592

=====

C3H8N2O2S | wB97M-V/def2-TZVPD

Orbital gap = 9.0288 eV
Energy relative to the best compared isomer or geometry (same formula, charge and spin) = 97.3 kcal per mole
DFT total energy = -777.1242 hartree

Structure (ORCA input):
```
! RIJCOSX wB97M-V def2-TZVPD def2/J DEFGRID3
* xyz 0 1
C -1.90434 0.23569 -0.09304
C -1.21519 0.80752 -1.24424
C -0.03652 1.61790 0.69464
N -1.10843 1.40497 -0.00272
N 2.34864 -1.68098 -0.38805
O 0.43626 -2.49546 0.99338
O 0.99088 0.05738 1.11799
S 1.55540 -1.55500 1.15156
H -3.01842 0.31679 0.03438
H -1.59447 -0.65000 0.36248
H -0.44179 0.46305 -1.88996
H -1.89522 1.40323 -1.86988
H -0.26069 1.64982 1.69897
H 0.60085 2.35457 0.20983
H 2.26848 -2.63963 -0.75146
H 3.27456 -1.28987 -0.02388
*
```

Mulliken population analysis, charges in e, atoms 1 to 2:
1. C -0.451
2. C -0.298

=====

C3H8N2O3S | wB97M-V/def2-TZVPD

Orbital gap = 8.5403 eV
Energy relative to the best compared isomer or geometry (same formula, charge and spin) = 49.3 kcal per mole
DFT total energy = -852.4727 hartree

Structure (ORCA input):
```
! RIJCOSX wB97M-V def2-TZVPD def2/J DEFGRID3
* xyz 0 1
C -2.10637 1.15963 0.09283
C 0.01977 1.27704 -1.09205
C -0.69637 0.90061 0.34234
N 0.89576 -1.98216 -0.57266
N -0.11327 1.66951 1.36387
O 0.27165 0.24223 -1.84430
O 0.28695 2.39927 -1.35341
O -2.57437 -1.30782 -0.51838
S -3.20116 0.05563 -0.54873
H -2.26921 2.20154 0.01942
H -0.34919 -0.12754 0.62057
H 1.75885 -1.44554 -0.19650
H 1.12840 -3.01883 -0.67894
H -0.68641 1.84038 2.17046
H 0.22051 2.48562 0.94543
H 0.11408 -0.69442 -1.32508
H 0.25692 -1.88788 0.16647
*
```

Mulliken population analysis, charges in e, atoms 1 to 2:
1. C -0.523
2. C 0.609

=====

C3H8N2OPS | wB97M-V/def2-TZVPD

Orbital gap = 7.8157 eV
DFT total energy = -1043.0790 hartree

Structure (ORCA input):
```
! RIJCOSX wB97M-V def2-TZVPD def2/J DEFGRID3
* xyz 1 1
N -1.64061 -2.32087 0.55251
P -0.78349 -0.95800 1.38662
O -1.95461 0.09984 2.17942
N 0.06000 -0.11490 0.04717
C -0.58689 0.07407 -1.16876
S 0.48508 1.08523 -2.32783
C 1.68838 1.52625 -0.91170
C 1.50774 0.35999 0.26349
H -0.91075 -2.96293 0.14295
H -2.25412 -1.94451 -0.20517
H -1.86731 1.04475 1.83880
H -1.65956 -0.28179 -1.49789
H 1.17951 2.51833 -0.49534
H 2.80973 1.64402 -1.23240
H 2.17281 -0.63455 0.13201
H 1.75409 0.86506 1.29613
*
```

Mulliken population analysis, charges in e, atoms 1 to 2:
1. N -0.581
2. P 0.322

=====

C3H8N2OS | wB97M-V/def2-TZVPD

Orbital gap = 9.8367 eV
Energy relative to the best compared isomer or geometry (same formula, charge and spin) = 99.8 kcal per mole
DFT total energy = -701.9184 hartree

Structure (ORCA input):
```
! RIJCOSX wB97M-V def2-TZVPD def2/J DEFGRID3
* xyz 0 1
C 2.00330 -0.88071 -1.12126
C -1.26984 2.13510 0.18840
C 2.07393 0.29692 -0.53608
N -0.26000 -0.73900 1.46640
N -2.31923 -1.82263 0.53560
O -1.76408 1.34285 -0.55845
S -1.01396 -1.08173 0.18044
H 1.42800 -1.04166 -2.01681
H 2.52398 -1.74230 -0.73336
H -0.67191 1.81912 1.05897
H -1.37801 3.22250 0.05667
H 1.55822 1.15864 -0.92652
H 2.65084 0.45562 0.35947
H -0.69665 -1.05325 2.32525
H -2.86458 -2.06948 -0.27871
*
```

Mulliken population analysis, charges in e, atoms 1 to 2:
1. C -0.607
2. C -0.135